(1)
DFT (ωB97M-V/def2-TZVPD) results for a structure of composition C30H30Cl5N7NaO3P.

Its total energy is -124484.79396 eV. For the HOMO-LUMO gap, the calculation gives 7.912 eV.

The geometry in ORCA input format:
```
! RIJCOSX wB97M-V def2-TZVPD def2/J DEFGRID3
* xyz 0 1
C 0.089 0.869 -5.553
Cl 1.803 -4.620 4.708
H -0.570 1.305 -6.293
C -4.464 1.491 -1.620
N 2.556 -0.719 -1.423
C 1.767 -0.232 -3.615
H -4.716 -0.312 -2.767
H -0.494 2.076 5.276
H 1.257 0.870 1.077
H -2.147 3.016 4.202
C 3.931 -1.321 3.965
Cl 0.826 -3.834 1.881
Cl 4.145 0.450 1.934
H -3.427 1.932 3.717
N -2.599 -0.119 2.123
C 0.508 0.272 -3.233
C 2.072 -2.836 2.651
N -1.998 -1.736 0.530
H -0.002 -4.320 -3.082
H 3.136 -1.309 0.241
C 3.481 -0.998 2.684
C -0.306 0.820 -4.222
H -0.985 -4.410 -1.607
C 3.420 -2.456 4.591
P 0.009 0.202 -1.457
N -0.356 -0.589 2.491
H -1.505 2.624 -0.423
O 3.496 -1.362 -0.685
H 0.469 -0.314 3.011
C 2.148 -0.184 -4.955
Cl 3.947 -2.891 6.173
O 0.767 -3.295 -1.437
O 1.534 -5.323 -1.587
H 0.645 2.861 -2.663
C -2.395 2.223 3.503
N -4.253 -1.229 0.991
H -3.400 0.303 2.557
C -2.891 -1.084 1.166
C 2.728 -0.828 -2.676
C -0.342 -3.766 -2.209
N -1.457 1.125 3.705
N 1.762 -4.255 -1.165
H 1.644 0.395 -6.957
H -2.345 2.632 2.490
H 3.117 -0.581 -5.233
H -2.335 -0.922 -2.667
C -1.740 0.810 -1.544
C 0.982 2.868 -1.634
H 3.585 -1.373 -3.071
C -2.203 1.968 -0.930
Na 0.303 -1.714 0.607
H 2.434 4.953 0.606
H -4.851 -0.465 1.257
C -0.240 1.438 4.432
C 0.841 1.728 -0.843
C 2.544 -1.726 1.970
C 1.868 2.920 0.992
C 1.323 0.361 -5.924
C -2.675 -0.011 -2.184
Cl 5.096 -0.346 4.788
C 2.470 -3.229 3.928
C 1.546 4.024 -1.114
C -1.381 0.110 2.772
C -4.016 0.327 -2.240
H 0.206 0.530 4.835
C -3.555 2.301 -0.961
H -2.440 -2.368 -0.132
C 1.984 4.055 0.204
C 1.303 1.764 0.468
H 1.653 4.899 -1.743
H -0.862 -2.861 -2.511
H -5.511 1.765 -1.665
H 2.249 2.921 2.006
H -1.274 1.225 -3.956
H -3.893 3.214 -0.483
H 0.502 1.951 3.809
H -4.525 -1.661 0.124
*
```

Mulliken population analysis, charges in e, atoms 1 to 4:
1 C -0.81
2 Cl -0.20
3 H 0.44
4 C -0.69

***

(2)
DFT (ωB97M-V/def2-TZVPD) results for a structure of composition C30H30CsN2O6P3S.

Its total energy is -86120.43011 eV. For the HOMO-LUMO gap, the calculation gives 5.691 eV.

The geometry in ORCA input format:
```
! RIJCOSX wB97M-V def2-TZVPD def2/J DEFGRID3
* xyz -2 1
C 1.187 2.735 -3.283
C -1.855 -0.064 -7.497
H 3.535 0.821 -4.794
C 2.585 1.098 -4.353
C -1.231 0.001 -6.257
H 6.233 -0.323 2.184
H 3.192 3.119 -3.941
O 0.385 2.697 -0.006
H -4.325 -2.246 -6.749
C 1.304 -3.623 -2.023
H -0.761 2.063 -2.705
H 5.362 0.243 -0.070
C -1.451 3.399 1.908
C 4.691 0.024 0.751
O 0.716 4.803 1.530
C 3.789 -1.214 5.295
N -1.365 4.338 3.103
C 2.391 2.392 -3.878
C 1.389 -4.567 -3.043
S 0.222 -1.092 3.420
H -0.544 -3.027 -5.341
H 1.984 -5.467 -2.904
H 4.112 -1.463 6.300
H -0.361 0.633 -6.127
C -0.102 -2.291 -3.342
O -1.607 1.543 3.853
O 1.115 2.523 2.448
H -2.319 3.437 -0.047
H -3.262 4.326 1.155
H -2.335 4.493 3.411
C 2.762 0.471 -0.812
H 2.110 1.344 -0.734
H -1.466 0.521 -8.323
H 2.191 -0.366 -1.229
Cs -0.590 0.044 0.180
H 5.780 -0.939 4.538
C -0.034 -3.205 -4.399
C 2.879 -0.546 2.727
C -1.712 -0.736 -5.176
C 3.293 0.099 0.538
H -1.752 5.022 0.488
H 0.776 -5.091 -5.047
C 0.715 -4.364 -4.242
P -2.530 2.053 2.640
C 4.269 -0.591 3.034
P 0.330 3.368 1.324
H 3.576 0.707 -1.496
C -2.965 -0.872 -7.686
H -3.449 -0.922 -8.655
H -1.025 0.759 3.702
C 1.913 -0.919 3.738
O -3.608 2.894 3.261
C -3.456 -1.613 -6.618
C 2.420 -1.217 5.000
C 0.353 0.496 -3.661
C 1.578 0.153 -4.231
O -2.786 1.005 1.620
H -0.782 5.138 2.825
C 4.715 -0.923 4.330
H 1.322 1.593 2.251
N 2.435 -0.159 1.502
C 0.545 -2.436 -2.095
H 1.707 -1.487 5.769
H 1.740 -0.868 -4.559
C 0.170 1.794 -3.189
P -1.024 -0.707 -3.471
C -2.842 -1.535 -5.378
H 1.045 3.719 -2.854
H -0.888 3.813 3.841
C -2.249 4.104 0.811
H -3.232 -2.104 -4.541
C 5.166 -0.292 1.986
H 1.859 -3.835 -1.108
*
```

Mulliken population analysis, charges in e, atoms 1 to 4:
1 C -0.45
2 C -0.65
3 H 0.38
4 C -0.79

***

(3)
DFT (ωB97M-V/def2-TZVPD) results for a structure of composition C30H30F16N3ORhSSbSe.

Its total energy is -167322.14626 eV. For the HOMO-LUMO gap (alpha / beta), the calculation gives 6.944 / 6.382 eV.

The geometry in ORCA input format:
```
! RIJCOSX wB97M-V def2-TZVPD def2/J DEFGRID3
* xyz 0 2
C 2.314 -1.821 3.190
H -2.059 -3.640 -2.934
H 3.092 -1.914 3.955
C 3.010 0.523 3.246
N 0.973 1.490 2.421
Sb 3.903 0.326 -2.375
H -1.678 0.369 -0.669
C 3.700 -0.911 1.410
F 5.147 -0.589 -1.279
H 4.101 0.558 3.277
H -0.906 4.001 -5.278
C -0.006 1.732 3.375
C -0.346 3.262 -3.360
C -1.207 3.378 -4.442
C -2.645 -4.322 1.249
C 0.284 -1.145 -2.767
F -1.044 -5.972 1.747
S 0.871 -2.135 -1.365
C -0.893 2.188 5.610
F 2.602 0.180 -0.942
F -0.657 2.357 6.912
H 4.009 -0.001 0.905
C -1.406 -4.688 1.740
F -3.636 2.141 3.282
C -0.785 -1.950 -3.505
Se 0.462 2.248 -0.826
H 4.546 -1.322 1.968
H 0.298 -4.205 -2.360
F -4.171 -2.601 0.758
H 0.620 -2.568 4.297
F -3.494 -5.238 0.790
C -2.104 -2.035 1.725
C -2.984 -2.979 1.236
H 2.488 2.621 3.390
C -1.430 -2.876 -2.476
C -2.473 0.905 -1.184
O 0.186 -1.491 -0.138
C -2.400 2.066 3.775
H -3.202 0.188 -1.563
F 5.135 0.497 -3.775
H 0.901 -0.850 4.504
H -2.978 1.519 -0.435
N -0.016 -1.332 2.698
H 2.853 2.073 1.762
F -3.205 2.488 5.954
C -3.331 2.875 -5.683
F -1.582 1.715 1.630
C 0.921 -1.663 3.771
H 1.624 3.776 -2.605
H 1.472 3.770 -4.355
C 2.373 1.784 2.702
F -2.491 -0.760 1.688
N 2.601 -0.616 2.360
F 1.382 1.840 5.323
H 2.639 0.329 4.246
C -2.787 1.918 -3.417
H -3.644 3.915 -5.797
F 4.418 1.962 -1.592
H 1.137 -0.844 -3.371
H -0.318 -2.552 -4.288
H -0.491 -3.969 -0.783
C 0.164 1.924 4.752
H -2.817 2.589 -6.602
F 0.683 -4.166 2.585
C -0.725 2.441 -2.274
C -0.523 -3.721 2.190
H 0.762 5.087 -3.421
C -1.964 1.757 -2.310
H -1.497 -1.277 -3.983
C -0.835 -2.355 2.222
H -3.741 1.400 -3.437
C -2.428 2.720 -4.493
C 0.955 4.012 -3.426
H 2.364 -2.687 2.534
H -0.123 -0.263 -2.274
F 2.522 1.161 -3.367
Rh 0.876 -0.176 1.352
C -2.185 2.251 5.131
F 3.308 -1.360 -3.013
H 3.369 -1.631 0.665
C -0.254 -3.499 -1.736
H -4.226 2.262 -5.586
H -2.041 -2.308 -1.773
C -1.335 1.833 2.935
*
```

Mulliken population analysis, charges in e, atoms 1 to 4:
1 C -1.20
2 H 0.54
3 H 0.37
4 C -0.99